# 1
{"formula": "C36H51GeInN4O6", "method": "ωB97M-V/def2-TZVPD", "max_force_ha_per_bohr": 0.0107, "homo_ev": -6.0, "e_tot_ha": -4339.7285, "total_charge": 0, "orbital_gap_ev": 6.291, "symbols": ["In", "C", "C", "O", "C", "C", "O", "C", "C", "O", "C", "C", "O", "C", "C", "O", "H", "H", "H", "H", "H", "H", "H", "H", "H", "H", "H", "H", "H", "H", "H", "H", "H", "H", "H", "H", "C", "Ge", "C", "C", "C", "C", "C", "C", "C", "C", "C", "C", "C", "C", "C", "C", "C", "C", "C", "C", "H", "H", "H", "H", "H", "H", "H", "H", "H", "H", "H", "H", "H", "H", "H", "C", "C", "O", "H", "H", "H", "H", "H", "H", "C", "C", "C", "C", "N", "C", "N", "N", "N", "H", "H", "H", "H", "H", "H", "H", "H", "H", "H"], "coordinates": [[-2.2219, -1.4339, -0.9755], [0.1881, -0.0953, -3.5644], [-0.9757, -0.3683, -4.4856], [-2.2451, -0.3051, -3.8587], [-2.6274, 0.9756, -3.3826], [-4.1292, 0.9725, -3.2248], [-4.5552, 0.1261, -2.1631], [-5.1821, 0.7737, -1.0712], [-4.2182, 1.4387, -0.1129], [-3.5818, 0.4561, 0.6797], [-2.5980, 1.0290, 1.5272], [-1.8041, -0.0386, 2.2554], [-1.1132, -0.9425, 1.4319], [-0.4548, -0.2942, 0.2799], [1.1673, -0.7678, -1.5135], [0.1929, -1.0493, -2.5242], [0.1193, 0.9152, -3.1488], [1.1143, -0.1558, -4.1521], [-0.9027, -1.3790, -4.8877], [-0.9347, 0.3485, -5.3160], [-2.3448, 1.7544, -4.1037], [-2.1426, 1.2071, -2.4295], [-4.5774, 0.5919, -4.1454], [-4.4781, 1.9984, -3.0631], [-5.7268, -0.0021, -0.5317], [-5.9005, 1.5178, -1.4337], [-4.7718, 2.1367, 0.5296], [-3.4650, 2.0124, -0.6728], [-3.0807, 1.6707, 2.2769], [-1.9188, 1.6366, 0.9200], [-2.4687, -0.6299, 2.8892], [-1.0975, 0.5059, 2.9015], [0.1700, -2.2552, -0.3789], [0.0179, 0.6186, 0.6733], [2.1148, -1.2350, -1.7947], [1.3168, 0.3181, -1.4611], [0.6255, -1.2652, -0.1814], [2.0409, -1.7605, 1.1134], [1.5039, -3.1343, 2.3952], [0.1862, -3.5712, 2.5349], [-0.1286, -4.5952, 3.4224], [0.8671, -5.1905, 4.1831], [2.1829, -4.7651, 4.0539], [2.4966, -3.7484, 3.1628], [2.7883, -0.2308, 2.0656], [3.4019, 0.8020, 1.3512], [3.9733, 1.8824, 2.0093], [3.9170, 1.9583, 3.3951], [3.2892, 0.9530, 4.1170], [2.7317, -0.1355, 3.4553], [3.4845, -2.5942, 0.0700], [3.1587, -3.7134, -0.7030], [4.0822, -4.2795, -1.5698], [5.3562, -3.7340, -1.6779], [5.7009, -2.6332, -0.9085], [4.7693, -2.0671, -0.0441], [-0.5977, -3.0981, 1.9583], [-1.1552, -4.9265, 3.5208], [0.6209, -5.9883, 4.8730], [2.9644, -5.2298, 4.6426], [3.5302, -3.4332, 3.0570], [3.4513, 0.7532, 0.2674], [4.4623, 2.6652, 1.4422], [4.3652, 2.7989, 3.9109], [3.2424, 1.0110, 5.1977], [2.2551, -0.9248, 4.0262], [2.1679, -4.1511, -0.6225], [3.8100, -5.1422, -2.1656], [6.0775, -4.1689, -2.3585], [6.6959, -2.2112, -0.9828], [5.0516, -1.2070, 0.5531], [-4.0260, -3.6518, -3.8871], [-4.9246, -4.0137, -2.7180], [-4.2170, -4.1065, -1.4835], [-4.6094, -3.6080, -4.8097], [-3.2418, -4.4024, -4.0183], [-3.5522, -2.6826, -3.7258], [-5.4548, -4.9505, -2.9205], [-5.6691, -3.2332, -2.5620], [-3.5065, -4.7484, -1.5862], [0.4717, 6.8333, 2.5114], [0.3525, 5.5518, 1.6927], [1.4427, 4.5516, 2.0545], [0.4015, 5.9080, 0.2090], [0.2362, 4.7399, -0.6486], [-0.7813, 3.8827, -0.7336], [-0.4918, 2.9585, -1.6140], [0.7454, 3.2715, -2.0688], [1.1920, 4.3296, -1.4890], [0.3944, 6.6152, 3.5764], [-0.3119, 7.5498, 2.2551], [1.4387, 7.3110, 2.3343], [-0.6223, 5.0958, 1.8998], [2.4298, 4.9730, 1.8454], [1.3511, 3.6206, 1.4923], [1.3990, 4.2978, 3.1138], [1.3682, 6.3368, -0.0517], [-0.3761, 6.6319, -0.0369], [-1.6926, 3.9616, -0.1640]], "atomic_forces_ev_per_a": [[0.20, 0.25, 0.07], [0.00, -0.02, 0.03], [-0.06, 0.00, 0.04], [-0.03, 0.00, 0.05], [-0.02, -0.13, -0.10], [-0.05, 0.02, 0.08], [0.05, 0.03, 0.05], [0.02, -0.06, -0.06], [0.02, -0.05, 0.01], [0.03, 0.04, -0.02], [0.02, -0.02, -0.08], [-0.04, -0.06, -0.06], [0.07, 0.13, 0.16], [-0.21, -0.51, 0.02], [-0.11, 0.05, 0.05], [0.05, 0.07, 0.00], [0.02, 0.03, 0.03], [0.01, 0.02, -0.01], [0.00, 0.00, -0.01], [0.01, -0.01, -0.04], [0.03, -0.01, -0.02], [0.10, 0.02, -0.01], [-0.03, 0.03, -0.02], [-0.01, 0.00, 0.01], [-0.04, 0.01, -0.01], [-0.01, 0.00, -0.01], [0.00, 0.01, 0.03], [0.00, 0.03, 0.02], [-0.02, 0.01, 0.01], [-0.02, 0.03, 0.01], [0.01, 0.01, 0.01], [0.04, -0.03, 0.02], [0.04, 0.03, -0.05], [0.00, 0.13, -0.31], [0.03, -0.04, -0.02], [0.03, 0.00, 0.03], [0.01, -0.03, 0.11], [0.12, -0.11, -0.01], [-0.11, -0.01, 0.01], [0.07, -0.05, 0.05], [0.03, 0.03, -0.01], [0.00, 0.00, -0.02], [0.01, 0.03, -0.01], [-0.06, 0.00, -0.02], [-0.08, 0.12, -0.02], [0.01, -0.04, 0.07], [-0.04, 0.02, -0.01], [-0.01, 0.00, 0.00], [0.00, -0.02, -0.01], [0.04, 0.03, -0.05], [-0.04, 0.06, -0.14], [0.07, 0.02, 0.05], [0.01, 0.02, 0.02], [-0.02, -0.01, 0.01], [-0.01, 0.00, 0.03], [-0.02, -0.05, 0.04], [-0.02, -0.01, 0.01], [0.00, 0.00, -0.01], [0.00, 0.01, 0.00], [0.00, 0.00, 0.00], [0.00, -0.02, 0.00], [0.00, 0.03, 0.01], [-0.01, 0.00, -0.01], [-0.01, 0.00, 0.00], [0.00, 0.00, -0.01], [0.00, 0.01, 0.01], [0.01, 0.00, -0.03], [0.00, 0.00, 0.01], [0.00, 0.00, 0.01], [-0.01, 0.00, 0.00], [0.01, 0.00, -0.03], [-0.02, 0.03, 0.04], [0.14, 0.01, 0.10], [-0.20, -0.15, -0.13], [0.02, -0.01, 0.00], [-0.01, 0.00, -0.02], [0.00, -0.01, 0.00], [-0.05, -0.01, -0.01], [-0.03, -0.01, 0.00], [0.02, 0.05, -0.01], [-0.03, -0.01, -0.03], [0.04, -0.02, 0.01], [0.01, -0.04, -0.02], [-0.02, -0.08, 0.02], [0.12, 0.15, 0.12], [-0.20, -0.06, 0.00], [0.16, 0.11, -0.11], [-0.03, 0.06, 0.19], [-0.10, -0.12, -0.12], [0.02, 0.01, -0.01], [0.02, -0.01, 0.01], [-0.01, 0.00, 0.02], [-0.02, 0.02, 0.00], [0.00, -0.02, 0.02], [0.02, 0.00, 0.00], [0.02, 0.00, 0.00], [0.01, 0.00, -0.02], [0.00, 0.01, -0.05], [0.03, -0.01, -0.01]]}

---

# 2
{"formula": "H20O10", "method": "ωB97M-V/def2-TZVPD", "max_force_ha_per_bohr": 0.0592, "homo_ev": -10.4, "e_tot_ha": -764.3352, "total_charge": 0, "smiles": "O.O.O.O.O.O.O.O.O.O", "orbital_gap_ev": 10.434, "symbols": ["O", "H", "H", "O", "H", "H", "O", "H", "H", "O", "H", "H", "O", "H", "H", "O", "H", "H", "O", "H", "H", "O", "H", "H", "O", "H", "H", "O", "H", "H"], "coordinates": [[0.7003, -2.3847, -1.1293], [0.4648, -2.8696, -1.9337], [1.1210, -1.5416, -1.2487], [-0.9016, 1.6606, 2.2202], [-0.9919, 2.6002, 2.0763], [-0.2481, 1.2400, 1.6636], [1.5555, 1.2623, -3.4157], [0.8694, 1.1531, -4.1060], [1.1400, 0.5925, -2.8216], [-3.9030, 1.2710, -0.5541], [-3.2696, 2.0000, -0.5175], [-3.5971, 0.8897, 0.3255], [2.4516, -0.8482, 2.2967], [2.1579, -1.5383, 1.7163], [1.7173, -0.3682, 2.7819], [-2.0631, -1.0470, 2.0901], [-1.8397, -0.2096, 2.4993], [-2.6556, -1.5178, 2.6570], [2.9360, 0.3506, -1.6096], [3.3500, -0.1343, -0.8456], [3.7492, 0.3816, -2.1663], [0.9865, 2.2894, -0.7334], [1.7378, 2.5932, -0.2400], [1.5089, 1.8489, -1.4365], [-1.6437, -0.0629, -1.7688], [-1.0503, 0.6047, -1.3092], [-2.4494, 0.4764, -1.7767], [-0.2860, -2.7034, 2.5446], [-0.6610, -1.8658, 2.2315], [0.4571, -2.7788, 3.2111]], "atomic_forces_ev_per_a": [[-0.34, -1.15, 0.85], [0.37, 0.94, 0.11], [0.11, 0.28, -0.95], [-0.70, -0.82, 0.89], [0.45, 0.12, -0.45], [0.31, 0.63, -0.60], [-2.04, -1.30, -0.40], [0.67, 0.78, -0.14], [0.99, 0.51, -0.16], [1.24, -0.19, 2.15], [-0.30, 0.53, -0.64], [-0.97, -0.19, -1.46], [-0.08, 1.83, 1.38], [-1.07, -0.42, -0.14], [1.07, -1.46, -1.30], [0.00, 0.91, -1.15], [-0.25, 0.49, 0.27], [-0.43, -0.41, 0.65], [2.48, -1.29, 1.20], [-1.02, 0.66, -0.51], [-1.18, 0.30, -0.11], [0.20, -0.58, -0.65], [0.34, 0.56, 0.96], [-0.72, 0.20, -0.02], [1.19, 1.87, 0.75], [-0.59, -1.39, -0.71], [-0.38, -0.55, -0.10], [1.75, -2.06, 1.07], [0.44, 0.16, 0.65], [-1.56, 1.07, -1.45]]}

---

# 3
{"formula": "FH4NSi", "method": "ωB97M-V/def2-TZVPD", "max_force_ha_per_bohr": 0.0957, "homo_ev": -10.0, "e_tot_ha": -446.5617, "total_charge": 0, "smiles": "N[SiH2]F", "orbital_gap_ev": 10.970, "symbols": ["N", "F", "Si", "H", "H", "H", "H"], "coordinates": [[-0.5014, 0.8339, 0.5783], [-0.1528, -1.3088, -1.3652], [0.5988, -0.4044, -0.3201], [-0.7590, 0.4297, 1.4991], [-1.4058, 1.2369, 0.2443], [1.1314, 0.5794, -1.2534], [1.0887, -1.3666, 0.6170]], "atomic_forces_ev_per_a": [[0.14, -2.29, 0.43], [-0.78, -1.11, -0.72], [-3.17, 3.74, 0.44], [0.25, 0.44, -0.65], [1.42, -0.58, -0.25], [1.27, -0.16, 0.09], [0.86, -0.04, 0.66]]}